No. 1
15 unconnected molecules or ions with the total composition C23H76N6O15 in a non-equilibrium geometry, computed with ωB97M-V/def2-TZVPD.

```
120
Properties=species:S:1:pos:R:3
C 2.6654 19.2478 -2.8238
C 3.0103 20.4719 -3.7292
O 3.6390 19.9101 -4.8112
H 2.1247 19.4729 -1.9312
H 3.6191 18.7170 -2.5744
H 2.0174 18.5703 -3.2886
H 3.4751 21.1368 -3.0536
H 2.0845 21.0128 -4.0044
H 3.0564 19.2982 -5.2316
C 5.9635 20.1504 -1.6522
C 5.0370 20.0131 -0.5065
O 5.3018 21.0554 0.3199
H 7.0343 20.2730 -1.4198
H 5.7737 20.8887 -2.4601
H 5.8817 19.2063 -2.2049
H 5.2487 19.0981 -0.0067
H 4.0101 19.9254 -0.8124
H 4.8048 20.9377 1.1305
C -2.1293 19.6104 3.6749
C -0.8463 20.2765 3.1521
O -1.2029 21.0966 2.0444
H -2.7647 19.3928 2.8544
H -2.6991 20.0596 4.4692
H -1.8703 18.6549 3.9893
H -0.2485 19.4445 2.7148
H -0.3191 20.7759 3.9769
H -1.6296 20.6293 1.3261
C 2.2122 21.1851 7.1599
C 2.0207 21.7440 5.8031
O 1.3142 22.9326 5.8518
H 2.8739 21.7114 7.8053
H 2.3624 20.0648 7.0155
H 1.2886 21.3312 7.7418
H 1.4374 21.0094 5.2786
H 2.9410 21.9801 5.3203
H 0.4348 22.5368 5.9310
C 5.3052 15.1349 -0.6508
C 4.7675 16.5767 -0.7573
O 3.9791 16.9261 0.4216
H 5.7499 14.9503 -1.6496
H 4.4745 14.5128 -0.4481
H 5.9952 15.0640 0.1852
H 4.4186 16.7691 -1.7166
H 5.6364 17.2171 -0.9275
H 4.5508 16.9266 1.2156
C 0.6681 15.9883 4.7564
C 1.5815 17.0778 4.0746
O 1.7479 18.2548 4.9173
H 0.3139 15.2612 4.0141
H -0.2695 16.3341 5.1919
H 1.2065 15.4141 5.4721
H 1.0833 17.4841 3.1648
H 2.4991 16.6251 3.6611
H 2.4516 18.7804 4.6004
C -0.3042 16.4794 0.8112
C -1.3235 16.4401 1.9042
O -2.4873 17.0761 1.4883
H -0.5249 15.7558 0.0063
H 0.7099 16.2619 1.1856
H -0.2529 17.3902 0.2171
H -1.0015 16.9112 2.7855
H -1.4799 15.4826 2.3126
H -3.1304 16.9559 2.2091
C 4.9577 19.9646 5.5163
C 5.7027 21.1100 4.9703
O 5.7681 21.1320 3.5247
H 4.0425 19.7410 4.9790
H 4.6604 20.2227 6.5990
H 5.5645 19.0826 5.5065
H 6.7023 21.2616 5.4553
H 5.1493 21.9155 5.3683
H 6.3086 21.8907 3.2182
C 0.3646 24.4280 2.6504
O 0.8020 25.5721 3.3243
N -0.0380 24.5027 1.4337
N 0.2055 23.2390 3.2358
H -0.2049 25.4388 1.0683
H -0.4691 23.7617 0.9139
H 0.6727 23.1388 4.1285
H 0.0469 22.2813 2.6902
C 2.5528 19.7489 2.1654
O 2.0281 20.8930 2.7902
N 2.0911 18.9361 1.2837
N 3.7384 19.5118 2.5286
H 1.1941 19.1938 0.8834
H 2.7353 18.3866 0.7478
H 4.2233 20.1692 3.1527
H 4.3493 18.7806 2.3117
C -1.2354 19.8142 -0.8562
O 0.1249 19.6612 -0.7461
N -2.0916 19.4712 0.0522
N -1.7217 20.5896 -1.7549
H -2.0548 18.6268 0.6442
H -2.9776 20.0162 0.0545
H -0.9250 20.9487 -2.3525
H -2.6494 20.8969 -1.9687
C 3.7724 23.6363 2.8701
O 4.1334 23.4475 1.5115
H 4.6042 23.3880 3.5114
H 2.9175 23.1291 3.2282
H 3.7667 24.7076 3.0232
H 3.3840 23.6303 0.9283
C 1.8128 16.2625 -1.9733
O 0.8259 15.5117 -2.6055
H 2.6780 16.5683 -2.6259
H 2.3279 15.6378 -1.2383
H 1.4782 17.1154 -1.5010
H 1.2533 14.7989 -2.9994
C 6.6190 16.4721 2.9514
O 6.0697 17.7548 2.6072
H 7.6177 16.3321 2.5203
H 6.1430 15.5433 2.5727
H 6.8333 16.3408 4.0055
H 6.7460 18.3329 2.3517
C 1.6085 22.1961 -0.4431
O 1.9078 23.3789 0.0573
H 0.8166 22.4455 -1.1932
H 1.0872 21.6403 0.3388
H 2.3738 21.6071 -0.9734
H 1.3302 23.7985 0.6578
```

charge	0
electronic energy	-64728.7743	eV
energy relative to the best compared isomer or geometry (same formula, charge and spin)	817.0	kJ/mol
HOMO-LUMO gap	8.2	eV
multiplicity	1

No. 2
A gas-phase ion, C3H8NO2 (charge +1) in a non-equilibrium geometry, computed with ωB97M-V/def2-TZVPD.

```
14
Properties=species:S:1:pos:R:3
C 0.7810 0.8492 -0.7038
C 0.0701 -0.5040 -0.4320
C -0.8152 -0.5606 0.8823
O -0.0648 -1.2077 1.8019
O -1.7824 0.1408 1.2462
N 1.1950 0.9668 -2.1982
H 0.2633 1.8592 -0.4476
H 1.6618 0.9108 -0.1393
H 0.8681 -1.2670 -0.4531
H -0.5939 -0.9123 -1.2261
H 0.1935 -0.4385 2.3797
H 1.3532 1.8891 -2.5357
H 0.3824 0.5814 -2.7344
H 2.0684 0.4381 -2.3188
```

charge	+1
structure (SMILES)	[NH3+]CCC(=O)O
electronic energy	-8817.6797	eV
energy relative to the best compared isomer or geometry (same formula, charge and spin)	219.3	kJ/mol
HOMO-LUMO gap	10.4	eV
multiplicity	1

No. 3
A molecular structure, C24H45NO3P2W in a non-equilibrium geometry, computed with ωB97M-V/def2-TZVPD.

```
76
Properties=species:S:1:pos:R:3
W -0.1203 0.0647 -0.0843
C -1.6992 1.5601 0.1274
C -2.1168 0.6324 -0.9201
C -1.9750 -0.5736 1.0717
C -1.6802 0.8146 1.3685
C -2.2639 -0.6842 -0.3332
C -1.7178 3.0629 -0.0129
H -1.3913 3.4274 -0.9994
H -1.1132 3.5983 0.7287
H -2.7471 3.4316 0.1087
C -1.6971 1.4588 2.7310
H -1.4605 2.5334 2.6945
H -1.0379 1.0593 3.4759
H -2.6848 1.3023 3.1858
C -2.1472 -1.6489 2.0750
H -3.2075 -1.7459 2.3224
H -1.6262 -1.4410 3.0276
H -1.8075 -2.6412 1.7613
C -3.0682 -1.8482 -0.8375
H -4.1139 -1.6120 -0.6035
H -2.8538 -2.7878 -0.3121
H -3.0210 -2.0528 -1.9111
C -2.8734 1.1518 -2.0910
H -3.8014 1.5639 -1.6704
H -3.1497 0.3770 -2.8074
H -2.3792 1.9721 -2.6168
C 1.5838 0.4185 -3.3998
C 0.5445 1.3073 -3.5515
C -0.0362 1.6187 -4.9146
C -0.9218 0.4612 -5.4868
C -0.9954 -0.7984 -4.6203
C 0.0417 -1.6422 -4.5287
C 1.3682 -1.3795 -5.2330
C 2.2400 -0.2564 -4.5866
H 0.7665 1.8465 -5.6394
H -0.4828 0.1752 -6.4569
H -0.6445 2.5358 -4.8301
H 2.5023 0.4816 -5.3637
H 1.9529 0.0840 -2.4420
H 0.0301 1.7854 -2.7298
H 3.1867 -0.6998 -4.2381
H 1.9324 -2.3252 -5.2795
H -0.0639 -2.6225 -4.0635
H 1.1637 -1.0854 -6.2756
H -1.9388 0.8295 -5.7075
H -1.9699 -1.0514 -4.2023
P 1.7365 1.7914 0.6272
C 1.3848 2.6050 2.1953
H 2.2710 3.2080 2.3918
H 1.2457 1.8839 3.0292
H 0.5210 3.2623 2.1148
C 3.4464 1.2241 0.8500
H 3.9825 2.0840 1.2633
H 3.9070 0.9446 -0.1028
H 3.5089 0.3868 1.5490
C 1.9609 3.2828 -0.3945
H 2.4429 3.0532 -1.3458
H 2.6114 3.9327 0.1971
H 1.0156 3.7972 -0.5769
P 0.9846 -2.3581 -0.2013
C -0.2120 -3.6586 -0.6467
H 0.4036 -4.4780 -1.0209
H -0.9801 -3.3977 -1.3768
H -0.7071 -3.9939 0.2713
C 2.6340 -2.6223 -0.9443
H 2.5849 -2.7819 -2.0221
H 3.0288 -3.5227 -0.4632
H 3.3269 -1.8011 -0.7195
C 1.3917 -3.1726 1.3630
H 1.6014 -4.2030 1.0597
H 0.5506 -3.1416 2.0541
H 2.2834 -2.7277 1.8013
O 1.0985 0.5760 3.9835
N 0.2647 -0.2065 3.6026
O -0.1732 -1.3095 3.8761
O 0.3594 -0.0525 1.8516
```

⟨S²⟩	2.03
charge	+2
electronic energy	-53630.4627	eV
HOMO-LUMO gap (alpha / beta)	5.9 / 6.0	eV
multiplicity	3

No. 4
C2H3FSi in the gas phase in a non-equilibrium geometry, computed with ωB97M-V/def2-TZVPD.

```
7
Properties=species:S:1:pos:R:3
C -0.2624 0.2882 -0.2331
C -0.3745 1.0970 -1.3918
F -1.1645 2.1371 -1.0970
Si 0.7246 -1.0947 0.4649
H -0.7809 0.9127 0.5575
H 1.5733 -2.1864 -0.0791
H 0.2843 -1.1539 1.7787
```

charge	0
electronic energy	-12712.1852	eV
energy relative to the best compared isomer or geometry (same formula, charge and spin)	475.6	kJ/mol
HOMO-LUMO gap (alpha / beta)	6.4 / 6.4	eV
multiplicity	1

No. 5
3 unconnected molecules or ions with the total composition C28H49N4O12P2S in a non-equilibrium geometry, computed with ωB97M-V/def2-TZVPD.

```
96
Properties=species:S:1:pos:R:3
C -0.8007 -0.1461 0.7129
C -0.6092 -1.0566 -0.6205
C 0.8303 -1.7524 -0.6836
C 2.1200 -0.9274 -0.3600
N 3.4689 -1.4627 -0.4288
N 4.6046 -0.7310 -0.1404
C 5.0268 0.1541 -1.2675
C 6.4983 -0.1411 -1.8902
O 4.3604 1.0931 -1.7563
C 4.5165 -0.0158 1.1654
C 5.0779 -0.7696 2.4900
O 4.0681 1.1489 1.2657
C 3.6884 -2.8644 -0.8248
N 5.1045 -3.3453 -0.9204
C 5.2825 -3.5154 -2.2101
S 5.3950 -3.7992 -3.8478
C 2.5283 -3.8652 -1.1462
N 2.7469 -5.2708 -1.5005
C 2.9464 -6.0363 -0.4221
C 4.3749 -6.1304 0.3489
C 1.7918 -6.9929 0.2009
C 1.0645 -3.2689 -1.0641
C -0.2547 -4.1251 -1.3797
O -0.7110 -5.0103 -0.6067
O -0.8968 -3.8660 -2.6372
H 0.1355 0.4421 1.0001
H -1.7014 0.5725 0.6042
H -1.0726 -0.8213 1.6146
H -0.7934 -0.3328 -1.5070
H -1.4834 -1.8116 -0.6745
H 1.9693 0.1690 -0.0840
H 6.7691 -1.2480 -1.6946
H 7.2545 0.4778 -1.2745
H 6.5257 0.0971 -3.0039
H 5.9626 -0.1565 2.9114
H 4.2096 -0.8495 3.2479
H 5.3972 -1.8578 2.2584
H 4.4651 -7.0621 1.0001
H 5.2505 -6.0192 -0.3991
H 4.4221 -5.1706 0.9981
H 1.5210 -6.5275 1.2164
H 0.8881 -7.0983 -0.4910
H 2.2770 -8.0167 0.4423
H -0.3936 -3.1642 -3.1235
O -0.6779 2.1978 3.1869
P -0.4815 3.2749 4.2633
O 0.6195 2.4255 5.1683
C 1.9645 2.4195 4.7031
C 2.6122 3.7879 4.8146
O -1.8806 2.8691 5.0624
C -2.9220 2.1210 4.4448
C -2.7377 0.6325 4.6869
O -0.2774 4.5679 5.3681
C -1.0859 4.7665 6.5267
C -0.8683 3.7278 7.6158
H 1.9956 2.0602 3.6682
H 2.5173 1.7047 5.3185
H 2.1244 4.5093 4.1491
H 3.6691 3.7406 4.5420
H 2.5255 4.1775 5.8308
H -2.9981 2.3564 3.3794
H -3.8639 2.4408 4.8985
H -1.7346 0.2907 4.4232
H -3.4642 0.0533 4.1118
H -2.8723 0.4043 5.7476
H -2.1370 4.8475 6.2487
H -0.8094 5.7443 6.9305
H -1.0444 2.7082 7.2753
H -1.5412 3.9219 8.4548
H 0.1637 3.7646 7.9776
O -3.2449 0.3706 -3.0076
P -4.2812 0.4287 -4.1396
O -3.2300 0.9325 -5.3200
C -2.4048 -0.0634 -5.9126
C -3.2066 -1.0436 -6.7500
O -4.8805 1.8975 -3.6463
C -4.6687 2.4062 -2.3339
C -3.4175 3.2666 -2.2808
O -5.4962 0.3875 -5.3463
C -6.3651 1.4790 -5.6455
C -5.6688 2.6576 -6.3076
H -1.8437 -0.5901 -5.1320
H -1.6813 0.4518 -6.5496
H -3.8893 -1.6295 -6.1239
H -2.5459 -1.7408 -7.2705
H -3.8169 -0.5172 -7.4865
H -4.6417 1.5981 -1.5974
H -5.5351 3.0234 -2.0816
H -2.5471 2.7590 -2.7015
H -3.1881 3.5540 -1.2519
H -3.5602 4.1749 -2.8722
H -6.9164 1.7826 -4.7552
H -7.1147 1.0931 -6.3417
H -4.8477 3.0575 -5.7140
H -6.3848 3.4657 -6.4764
H -5.2439 2.3582 -7.2704
```

charge	+1
electronic energy	-89754.9357	eV
HOMO-LUMO gap	6.8	eV
multiplicity	1

No. 6
A molecular structure, C12H8ClNO2STc, computed with ωB97M-V/def2-TZVPD.

```
26
Properties=species:S:1:pos:R:3
Tc -1.8023 -0.8698 -0.1436
S -2.5161 -3.0204 -0.2201
C -0.8814 -3.2581 0.4727
C -0.2229 -4.4097 0.8419
C 1.0374 -4.2477 1.4088
C 1.5806 -2.9778 1.5811
C 0.8632 -1.8653 1.1698
N -0.3406 -2.0349 0.6210
H -0.6770 -5.3815 0.7070
H 1.5950 -5.1189 1.7271
H 2.5538 -2.8464 2.0319
H 1.2303 -0.8538 1.2737
Cl 1.2978 5.5454 -1.6307
C 0.4999 4.1587 -1.0315
C -0.1142 4.1940 0.2308
C -0.7685 3.0844 0.7341
C -0.8188 1.9218 -0.0122
O -1.4631 0.8455 0.4731
C -0.2035 1.8705 -1.2871
C -0.2674 0.7075 -2.0842
O -0.8432 -0.3703 -1.7552
C 0.4563 3.0118 -1.7865
H -0.0713 5.1093 0.8064
H -1.2501 3.1018 1.7027
H 0.2011 0.7071 -3.0690
H 0.9250 2.9963 -2.7622
```

⟨S²⟩	1.17
charge	+2
electronic energy	-43696.8301	eV
energy relative to the best compared isomer or geometry (same formula, charge and spin)	0.0	kJ/mol
HOMO-LUMO gap (alpha / beta)	4.9 / 5.9	eV
multiplicity	2